Entry from OMol25: a molecular structure, C32H32BrN3OSiV (ωB97M-V/def2-TZVPD).

For the calculated total energy, the calculation gives -143826.34749 eV. Its multiplicity is 3. The value obtained for the lowest unoccupied orbital energy (spin up / spin down) is -2.9 / -2.8 eV. As for the HOMO energy (spin up / spin down): -10.528 / -10.619 eV. Its total charge is +1. Its energy relative to the best compared isomer or geometry (same formula, charge and spin) is 0.0 kcal/mol. As for the frontier orbital gap (spin up / spin down): 7.6 / 7.8 eV.

XYZ file:
```
71
Properties=species:S:1:pos:R:3:lowdin_charge:R:1
V 0.35 -0.64 0.20 0.791
C 0.90 -0.04 4.48 -0.153
Si 0.23 0.89 3.01 0.429
C -1.03 2.19 3.51 -0.140
C 1.64 1.77 2.15 -0.161
N -0.48 -0.22 1.83 -0.149
C -1.68 -0.90 2.09 -0.280
C -2.35 -0.95 3.31 -0.026
C -3.55 -1.65 3.43 -0.072
C -4.10 -2.31 2.35 -0.071
C -3.44 -2.30 1.12 0.007
C -2.27 -1.60 1.03 -0.224
O -1.50 -1.52 -0.13 -0.166
C -1.97 -2.07 -1.34 -0.271
C -3.00 -1.44 -2.01 -0.019
C -3.43 -1.98 -3.21 -0.053
C -2.82 -3.12 -3.72 -0.069
C -1.79 -3.73 -3.03 -0.053
C -1.35 -3.21 -1.82 0.015
H 1.49 0.64 5.11 0.041
H 1.57 -0.84 4.14 0.039
H 0.13 -0.49 5.11 0.028
H -0.53 2.98 4.08 0.044
H -1.83 1.79 4.14 0.031
H -1.48 2.64 2.63 0.013
H 2.00 2.55 2.82 0.048
H 1.33 2.26 1.22 0.018
H 2.48 1.11 1.94 0.029
H -1.94 -0.46 4.18 0.085
H -4.05 -1.68 4.39 0.109
H -5.02 -2.86 2.45 0.109
H -3.85 -2.82 0.26 0.126
H -3.45 -0.55 -1.58 0.111
H -4.24 -1.51 -3.75 0.112
H -3.16 -3.54 -4.66 0.110
H -1.32 -4.62 -3.43 0.113
H -0.55 -3.67 -1.26 0.112
C 4.28 1.07 -1.20 -0.036
C 5.12 -0.03 -1.09 -0.025
C 4.60 -1.22 -0.62 0.013
C 3.26 -1.31 -0.26 -0.195
N 2.45 -0.23 -0.37 0.009
C 2.96 0.92 -0.83 -0.155
C 2.62 -2.53 0.27 -0.192
C 3.32 -3.73 0.44 -0.024
C 2.67 -4.82 0.98 -0.064
C 1.34 -4.73 1.36 -0.064
C 0.64 -3.54 1.17 -0.100
C 1.26 -2.42 0.61 -0.147
H 4.64 2.02 -1.56 0.115
H 6.16 0.04 -1.36 0.121
H 5.24 -2.09 -0.52 0.111
H 2.28 1.76 -0.90 0.066
H 4.35 -3.82 0.15 0.104
H 3.21 -5.75 1.12 0.110
H 0.84 -5.58 1.80 0.110
H -0.40 -3.50 1.46 0.102
C -4.82 3.80 1.93 -0.030
C -3.72 3.26 1.06 -0.250
C -2.72 4.06 0.54 -0.013
C -1.71 3.51 -0.25 -0.083
C -1.80 2.16 -0.47 -0.654
Br -0.44 1.33 -1.58 0.916
N -2.72 1.36 -0.02 0.071
C -3.67 1.90 0.75 -0.064
H -4.61 4.82 2.23 0.083
H -4.94 3.19 2.83 0.088
H -5.77 3.79 1.40 0.092
H -2.71 5.12 0.75 0.128
H -0.92 4.11 -0.67 0.110
H -4.41 1.21 1.14 0.134
```